{
  "formula": "C20H27N3O5S2",
  "method": "ωB97M-V/def2-TZVPD",
  "symbols": ["C", "H", "H", "H", "C", "N", "S", "O", "O", "C", "C", "C", "C", "C", "C", "H", "H", "N", "C", "O", "C", "N", "C", "C", "C", "C", "C", "C", "H", "H", "H", "C", "H", "H", "H", "H", "S", "O", "O", "C", "H", "H", "H", "H", "H", "H", "H", "H", "C", "C", "H", "H", "H", "H", "H", "H", "H"],
  "coordinates": [[-3.797144, -0.542282, 2.522021], [-3.335926, -1.510612, 2.351092], [-3.824445, -0.357095, 3.593020], [-3.183430, 0.220992, 2.050724], [-5.220839, -0.496152, 1.964582], [-5.298985, -0.608661, 0.531083], [-5.309208, 0.773296, -0.378468], [-5.940698, 0.476939, -1.631256], [-5.828336, 1.836984, 0.431721], [-3.576493, 1.106374, -0.692775], [-2.897965, 2.003910, 0.111073], [-1.551228, 2.224032, -0.100226], [-0.881321, 1.543178, -1.120371], [-1.579304, 0.651370, -1.934202], [-2.929035, 0.440939, -1.715336], [-3.496910, -0.223489, -2.346836], [-1.063861, 0.140687, -2.730366], [0.479857, 1.806457, -1.270331], [1.366589, 1.249988, -2.131049], [1.114235, 0.401047, -2.957620], [2.787078, 1.809833, -1.933030], [3.424225, 1.358938, -0.712973], [4.070817, 0.110539, -0.662403], [5.025785, -0.120881, 0.325423], [5.682997, -1.338217, 0.413292], [5.384392, -2.336638, -0.508011], [4.446113, -2.108118, -1.495289], [3.781088, -0.896107, -1.578750], [3.045022, -0.751063, -2.351240], [4.217686, -2.882169, -2.212353], [5.893502, -3.287155, -0.450954], [6.708783, -1.573822, 1.479491], [7.676194, -1.792075, 1.029662], [6.429314, -2.429267, 2.093296], [6.811656, -0.701216, 2.118591], [5.269750, 0.668693, 1.016433], [3.074401, 2.154763, 0.710318], [4.258535, 2.528014, 1.414079], [2.159753, 3.217034, 0.376182], [2.178489, 0.921635, 1.686939], [2.839438, 0.083916, 1.866454], [1.302960, 0.616290, 1.128565], [1.895949, 1.391409, 2.620455], [2.743324, 2.899924, -1.888608], [3.404125, 1.507825, -2.782784], [0.859194, 2.518375, -0.642585], [-1.005488, 2.928224, 0.511228], [-3.444243, 2.529022, 0.878716], [-5.394700, -1.887776, -0.122190], [-4.083809, -2.673453, -0.172931], [-3.274782, -2.042644, -0.532611], [-4.195590, -3.518013, -0.848116], [-3.819313, -3.057007, 0.808979], [-5.736299, -1.669256, -1.135110], [-6.164389, -2.488656, 0.377200], [-5.823020, -1.293717, 2.411892], [-5.674467, 0.464896, 2.216258]],
  "forces_ev_per_a": [[-0.3, -0.1, 0.0], [0.1, -0.1, 0.0], [0.1, 0.0, 0.1], [0.1, 0.0, 0.0], [0.2, 0.3, 0.5], [-0.3, 0.9, -0.6], [0.1, -0.3, 0.1], [0.3, -0.2, 0.0], [0.3, 0.0, 0.2], [-0.7, 0.0, 0.1], [0.0, 0.1, 0.0], [0.0, -0.1, -0.1], [-0.3, -0.2, 0.0], [0.0, -0.1, -0.1], [0.0, 0.1, 0.0], [0.0, -0.1, -0.1], [0.0, 0.0, 0.0], [-0.1, 0.4, 0.3], [0.4, 0.1, 0.0], [-0.1, -0.1, -0.2], [-0.3, 0.3, -0.3], [-0.3, 0.6, 0.7], [0.4, -0.7, 0.1], [0.2, -0.2, 0.0], [-0.1, 0.0, -0.1], [0.0, 0.0, 0.0], [0.1, 0.0, 0.1], [-0.1, 0.2, 0.0], [-0.1, 0.1, -0.1], [0.0, -0.1, -0.1], [0.1, -0.1, 0.0], [0.0, 0.0, 0.0], [0.1, 0.0, 0.0], [0.0, 0.0, 0.1], [0.1, 0.0, 0.1], [0.1, 0.0, 0.1], [-0.3, -0.5, 0.5], [0.1, -0.1, 0.0], [-0.1, 0.1, -0.1], [0.5, 0.5, -0.5], [0.1, -0.1, 0.0], [-0.2, 0.0, -0.1], [0.0, 0.2, 0.1], [0.0, -0.1, -0.2], [-0.1, 0.0, 0.2], [-0.1, -0.2, -0.3], [0.0, 0.1, 0.1], [0.0, 0.1, 0.1], [0.1, -0.4, -0.5], [-0.3, 0.1, 0.1], [0.1, 0.0, 0.0], [0.0, -0.1, -0.1], [0.1, -0.1, 0.1], [-0.1, -0.3, 0.1], [0.0, 0.1, -0.1], [0.0, 0.1, -0.1], [0.0, -0.2, 0.2]],
  "lowdin_charge": [-0.0610, 0.0591, 0.0751, 0.0562, -0.2408, -0.2640, 0.6750, -0.2809, -0.2823, -0.2711, -0.0677, 0.0002, -0.2017, 0.0161, -0.0539, 0.1188, 0.1042, 0.1320, -0.4325, 0.0736, -0.0783, -0.1663, -0.2466, -0.0051, -0.2672, -0.0517, -0.0641, -0.0102, 0.0950, 0.1078, 0.1125, -0.0440, 0.0844, 0.0832, 0.0770, 0.0967, 0.6554, -0.2733, -0.3086, -0.0843, 0.0617, 0.0616, 0.0741, 0.1292, 0.1439, 0.0873, 0.1190, 0.1170, -0.2457, -0.0690, 0.0624, 0.0746, 0.0617, 0.1031, 0.1229, 0.1245, 0.1052],
  "smiles": "CCN(CC)S(=O)(=O)c1ccc(NC(=O)CN(c2cccc(C)c2)S(C)(=O)=O)cc1",
  "charge": 0,
  "total_energy_ha": -2115.1605,
  "orbital_gap_ev": 9.2
}

{
  "formula": "C15H22O3",
  "method": "ωB97M-V/def2-TZVPD",
  "symbols": ["O", "C", "C", "O", "O", "C", "C", "C", "C", "C", "C", "C", "C", "C", "C", "C", "C", "C", "H", "H", "H", "H", "H", "H", "H", "H", "H", "H", "H", "H", "H", "H", "H", "H", "H", "H", "H", "H", "H", "H"],
  "coordinates": [[-3.961423, 0.092728, 3.030990], [1.012006, 0.392691, -1.337592], [-0.026828, 0.164391, -0.761060], [5.468086, -1.314749, -1.462021], [-1.953399, -1.007605, -1.112767], [-3.325345, -0.117033, 1.978018], [2.326975, 0.623475, -1.823709], [3.363284, -0.168961, -1.346622], [2.462014, 1.790650, -2.705254], [4.785902, -0.096508, -1.756294], [-0.273864, -0.335277, 2.288163], [-0.363849, -2.410482, 0.830026], [-2.496467, -1.364935, 1.787671], [-1.640355, 2.285651, 0.737681], [-3.606825, 0.725772, 0.742922], [-1.082911, -1.055009, 1.175672], [-2.246051, 1.057189, -0.002444], [-1.307861, -0.196038, -0.144791], [4.974882, -2.108002, -1.771971], [-1.344904, -1.680955, -1.457837], [3.114500, -0.897891, -0.601801], [1.644890, 1.839467, -3.429979], [3.367506, 1.773127, -3.271317], [2.422238, 2.692128, -2.109536], [5.342917, 0.722815, -1.291076], [4.880261, 0.099679, -2.843261], [-0.838086, 0.474596, 2.778167], [0.660432, 0.054057, 1.913014], [-0.061724, -1.045000, 3.119546], [-0.960928, -2.979976, 0.088764], [0.608302, -2.209911, 0.415768], [-0.188305, -3.009989, 1.719394], [-3.036136, -2.020269, 1.096992], [-2.361992, -1.889401, 2.729261], [-2.245411, 3.161503, 0.536576], [-0.623771, 2.539444, 0.342970], [-1.605461, 2.178162, 1.807219], [-4.281976, 0.172705, 0.085663], [-4.129473, 1.673234, 1.019771], [-2.470851, 1.394528, -0.994920]],
  "forces_ev_per_a": [[1.8, -0.3, -2.0], [-0.8, -0.5, 1.2], [0.8, 0.6, -0.1], [-0.1, -0.5, 0.1], [-0.8, -0.6, -0.4], [-2.8, 0.0, 1.8], [1.9, -1.9, 1.2], [-2.2, 2.0, -1.1], [-0.3, 0.3, -0.8], [0.4, -0.4, -1.1], [-0.5, -0.4, 0.4], [-1.0, 0.8, -0.3], [1.0, 0.4, -0.6], [1.0, -0.2, -1.2], [1.2, 0.5, -0.3], [-0.4, -0.3, 0.6], [-0.3, 0.2, 1.8], [0.2, 0.0, 0.2], [0.3, 1.1, 0.2], [-0.1, 0.4, 0.3], [-0.1, -0.4, 0.3], [0.0, 0.0, 0.1], [0.8, 0.1, -0.3], [0.0, 0.4, 0.1], [0.0, -0.3, 0.3], [-0.2, 0.0, 0.3], [0.2, -0.2, -0.4], [0.3, 0.2, -0.1], [0.0, 0.3, -0.7], [0.4, 0.1, 0.6], [0.5, 0.1, -0.3], [-0.3, 0.0, 0.1], [-0.1, 0.1, 0.0], [-0.1, 0.1, 0.2], [-0.3, 0.1, -0.1], [-0.7, -0.4, 0.4], [0.1, -0.2, 0.4], [0.1, -0.2, 0.1], [0.5, -0.8, -0.1], [-0.1, -0.1, -0.7]],
  "lowdin_charge": [0.0560, 0.0335, 0.0656, -0.0861, -0.0004, -0.3610, -0.2948, -0.0123, -0.0517, -0.2651, -0.0230, -0.0231, -0.0597, -0.0479, -0.0565, -0.4082, -0.2280, -0.4267, 0.1022, 0.1047, 0.1065, 0.0925, 0.0652, 0.0939, 0.1287, 0.1195, 0.0779, 0.0796, 0.0984, 0.0891, 0.0674, 0.0848, 0.1350, 0.1268, 0.0753, 0.0903, 0.0613, 0.1267, 0.1321, 0.1314],
  "smiles": "C/C(C#C[C@]1(O)[C@H](C)CC(=O)CC1(C)C)=C\\CO",
  "charge": 0,
  "total_energy_ha": -810.3911,
  "orbital_gap_ev": 9.3
}

{
  "formula": "C18H33AsCdN2S3",
  "method": "ωB97M-V/def2-TZVPD",
  "symbols": ["Cd", "C", "C", "C", "C", "C", "H", "H", "H", "H", "H", "C", "C", "S", "C", "C", "S", "H", "H", "H", "H", "H", "H", "C", "As", "C", "C", "S", "H", "H", "H", "H", "H", "H", "H", "H", "H", "C", "C", "N", "C", "C", "N", "C", "C", "H", "H", "H", "H", "H", "H", "H", "H", "H", "H", "H", "H", "H"],
  "coordinates": [[0.942036, -0.591737, -2.024972], [1.180452, 2.731620, -3.095816], [1.948060, 2.131858, -4.012991], [1.118007, 1.175605, -4.776240], [-0.139582, 1.221735, -4.312193], [-0.216645, 2.184880, -3.164570], [1.488195, 3.460416, -2.360247], [3.006087, 2.286851, -4.167565], [1.482689, 0.540128, -5.570626], [-0.987502, 0.649094, -4.656849], [-0.970381, 2.963250, -3.308606], [4.138619, -3.745897, -0.624971], [2.875149, -3.003459, -1.040376], [3.023797, -1.242701, -0.839854], [1.810018, -3.665989, -1.533232], [1.827006, -5.171023, -1.694253], [0.277255, -2.967284, -2.089185], [4.884897, -3.044161, -0.258457], [4.583514, -4.288035, -1.462572], [3.944234, -4.471551, 0.169034], [2.769180, -5.622092, -1.392824], [1.636433, -5.435432, -2.736671], [1.026148, -5.629859, -1.107498], [-1.016190, 4.017536, 0.822393], [-2.907756, 4.531653, 0.772510], [-3.424200, 3.711290, 2.480164], [-3.566002, 3.079094, -0.363271], [-0.645317, 1.272874, -1.616303], [-0.869848, 3.116185, 1.422355], [-0.421580, 4.830777, 1.236020], [-0.677426, 3.798610, -0.189538], [-2.993616, 2.708804, 2.556464], [-4.509805, 3.637988, 2.540140], [-3.071856, 4.319418, 3.312846], [-3.261535, 2.098865, 0.003633], [-3.165952, 3.193142, -1.370065], [-4.653677, 3.132322, -0.410400], [0.204022, -2.180491, 2.795531], [0.239805, -2.127252, 1.249403], [-0.141276, -0.794127, 0.807301], [0.710601, 0.211932, 1.429603], [0.422787, 0.276429, 2.946536], [-0.453424, -0.906461, 3.273469], [-1.799505, -0.736391, 2.618412], [-1.537794, -0.532080, 1.105845], [1.196879, -2.201913, 3.242716], [-0.382943, -3.009267, 3.189196], [-0.442519, -2.849453, 0.804280], [1.239995, -2.349300, 0.873637], [0.516894, 1.177177, 0.961353], [1.746603, -0.062021, 1.228491], [-0.133028, 1.166048, 3.242301], [1.317903, 0.195175, 3.561202], [-0.579564, -0.957979, 4.280435], [-2.280742, 0.119757, 3.089600], [-2.373720, -1.634707, 2.840032], [-1.774127, 0.488186, 0.804793], [-2.159752, -1.208037, 0.520449]],
  "forces_ev_per_a": [[-0.2, -0.2, 0.6], [-0.1, 0.0, 0.0], [-0.1, -0.1, -0.1], [0.1, 0.1, 0.1], [0.0, 0.1, 0.0], [0.0, 0.0, 0.1], [0.0, 0.0, 0.0], [0.0, 0.0, 0.0], [0.0, 0.0, 0.0], [0.0, 0.0, 0.0], [0.0, 0.0, -0.1], [0.0, 0.1, 0.0], [0.1, 0.0, 0.0], [0.0, 0.0, -0.2], [0.0, 0.0, 0.0], [-0.1, 0.1, 0.0], [0.1, 0.0, -0.2], [0.0, 0.0, 0.0], [0.0, 0.0, 0.0], [0.0, 0.0, 0.0], [0.0, 0.0, 0.0], [0.0, 0.0, 0.0], [0.0, 0.0, 0.0], [0.0, 0.0, 0.0], [0.0, 0.1, 0.0], [0.0, 0.0, 0.1], [0.0, 0.0, 0.0], [0.2, 0.0, -0.4], [0.0, 0.0, 0.0], [0.0, 0.0, 0.0], [0.0, 0.0, 0.0], [0.0, 0.0, 0.0], [0.0, 0.0, 0.0], [0.0, 0.0, 0.0], [0.0, 0.0, 0.0], [0.0, 0.0, 0.0], [0.0, 0.0, 0.0], [0.0, 0.0, 0.0], [0.0, 0.0, 0.0], [0.0, 0.1, 0.0], [0.0, 0.0, 0.0], [0.0, -0.1, 0.0], [0.0, 0.0, -0.1], [0.1, 0.0, 0.0], [0.0, -0.1, 0.0], [0.0, 0.0, 0.0], [0.0, 0.0, 0.0], [0.0, 0.0, 0.0], [0.0, 0.0, 0.0], [0.0, 0.0, 0.0], [0.0, 0.0, 0.0], [0.0, 0.0, 0.0], [0.0, 0.0, 0.0], [0.0, 0.0, 0.0], [0.0, 0.0, 0.0], [0.0, 0.0, 0.0], [0.0, 0.0, 0.0], [0.0, 0.0, 0.0]],
  "lowdin_charge": [0.9138, -0.1663, -0.1098, -0.1211, -0.1963, -0.7273, 0.0979, 0.0961, 0.0971, 0.1016, 0.0955, -0.1677, -0.8329, 0.3915, -0.8506, -0.1600, 0.3561, 0.0363, 0.0733, 0.0688, 0.0510, 0.0651, 0.0633, -0.3657, 1.0337, -0.3720, -0.3713, 0.4301, -0.0086, 0.0109, -0.0207, -0.0083, 0.0138, 0.0111, -0.0101, 0.0014, 0.0146, -0.0487, -0.1785, -0.2054, -0.1922, -0.0558, -0.0937, -0.0560, -0.1645, 0.1324, 0.1287, 0.1044, 0.0722, 0.0744, 0.0625, 0.1227, 0.1306, 0.1800, 0.1200, 0.1305, 0.0678, 0.1341],
  "charge": 0,
  "total_energy_ha": -4413.1717,
  "orbital_gap_ev": 5.4
}

{
  "formula": "C4H7N2",
  "method": "ωB97M-V/def2-TZVPD",
  "symbols": ["C", "C", "C", "C", "N", "N", "H", "H", "H", "H", "H", "H", "H"],
  "coordinates": [[1.698155, 1.311721, -0.188389], [0.432494, 1.184789, -0.067151], [2.980317, 1.663588, -0.153735], [-1.238784, -1.245063, -0.325432], [-0.609139, 0.573219, 0.152927], [-2.077947, -1.785965, 0.550362], [3.384732, 2.620358, -0.234766], [3.607788, 0.896777, -0.088959], [-1.745804, -0.604302, -1.130833], [-0.209461, -1.532428, -0.465562], [-1.339989, 1.175186, 0.415486], [-1.804840, -2.547646, 1.140774], [-3.077523, -1.710235, 0.395278]],
  "forces_ev_per_a": [[0.9, 1.3, -0.1], [2.6, -0.5, 0.0], [-4.2, 0.6, -0.4], [-1.7, 2.2, -0.8], [-0.7, -0.6, 0.5], [0.4, -0.1, -1.1], [0.2, 1.7, 0.2], [2.9, -3.1, 0.0], [0.9, -1.8, 0.9], [-0.1, -0.6, 0.1], [-1.8, 0.8, 0.2], [0.3, -0.1, 0.4], [0.3, 0.2, 0.1]],
  "lowdin_charge": [0.0105, -0.0964, 0.1463, -0.0154, 0.0946, 0.1176, 0.0773, 0.0372, 0.1501, 0.1166, 0.1034, 0.1244, 0.1337],
  "charge": 1,
  "total_energy_ha": -265.7366,
  "orbital_gap_ev": 9.0
}